This record from OMol25 describes a molecular structure, C30H22CuF2N2OP. The level of theory is the ωB97M-V functional and the def2-TZVPD basis.

Geometry as ORCA input:
```
! RIJCOSX wB97M-V def2-TZVPD def2/J DEFGRID3
* xyz 0 1
Cu -0.482 1.099 0.128
F 4.473 -0.026 0.230
C 3.628 1.032 0.170
C 2.273 0.827 0.278
C 1.342 1.867 0.192
C 1.850 3.179 0.022
C 3.237 3.344 -0.077
F 3.821 4.556 -0.273
C 4.139 2.298 -0.013
C 0.893 4.302 -0.030
C 1.301 5.644 0.009
C 0.360 6.653 -0.043
C -0.981 6.318 -0.110
C -1.299 4.971 -0.133
N -0.411 3.991 -0.094
H 1.922 -0.183 0.441
H 5.198 2.475 -0.109
H 2.338 5.916 0.082
H 0.670 7.688 -0.021
H -1.759 7.067 -0.143
H -2.343 4.685 -0.186
O -2.961 2.262 0.154
N -2.559 0.955 -0.080
C -3.445 0.080 0.232
C -3.340 -1.357 0.094
C -4.541 -2.076 0.146
C -4.561 -3.451 0.053
C -3.371 -4.156 -0.075
C -2.174 -3.466 -0.123
C -2.142 -2.078 -0.054
P -0.526 -1.223 -0.066
C 0.285 -1.937 -1.517
C 1.660 -2.159 -1.542
C 2.286 -2.484 -2.728
C 1.559 -2.570 -3.904
C 0.194 -2.337 -3.889
C -0.443 -2.024 -2.706
C 0.249 -1.944 1.414
C 0.157 -1.136 2.547
C 0.741 -1.525 3.735
C 1.429 -2.726 3.798
C 1.511 -3.540 2.679
C 0.922 -3.157 1.487
H -2.160 2.788 -0.031
H -4.399 0.443 0.617
H -5.471 -1.535 0.251
H -5.501 -3.978 0.098
H -3.381 -5.234 -0.133
H -1.247 -4.012 -0.221
H 2.245 -2.075 -0.636
H 3.353 -2.656 -2.734
H 2.058 -2.809 -4.831
H -0.372 -2.391 -4.809
H -1.508 -1.836 -2.690
H -0.354 -0.183 2.469
H 0.672 -0.886 4.604
H 1.912 -3.023 4.717
H 2.047 -4.477 2.733
H 1.004 -3.793 0.616
*
```

The strongest force on any atom comes out at 1.52 eV/Å. Its orbital gap is 6.7 eV. As for the molar mass: 559.04 g/mol.